No. 1
Formula: C2H11N2O2
Source: OMol25
Level of theory: wB97M-V/def2-TZVPD

For the HOMO energy, the calculation gives -14.75 eV. The total charge is +1. Its HOMO-LUMO gap is 11.37 eV. For the lowest unoccupied orbital energy, the calculation gives -0.12408 Eh.

Bonds (Å) are listed after each position.
Cartesian coordinates (Å):
1 C 1.32 -2.05 0.48  N4 1.458, H5 1.087, H6 1.088, H7 1.088
2 N -0.80 0.79 -0.50  C3 1.316, H8 1.026, H9 1.005
3 C 0.04 0.00 0.12  N2 1.316, N4 1.312, H10 1.086
4 N 0.24 -1.28 -0.12  C1 1.458, C3 1.312, H11 1.020
5 H 1.56 -2.88 -0.17  C1 1.087
6 H 1.05 -2.45 1.46  C1 1.088
7 H 2.23 -1.46 0.50  C1 1.088
8 H -1.69 0.41 -0.83  N2 1.026
9 H -0.61 1.78 -0.43  N2 1.005
10 H 0.80 0.45 0.75  C3 1.086
11 H -0.53 -1.84 -0.47  N4 1.020
12 H 2.91 1.66 2.30  O14 0.966
13 H 2.83 3.19 2.30  O14 0.964
14 O 2.48 2.41 1.86  H12 0.966, H13 0.964
15 H -3.42 0.52 -2.24  O17 0.967
16 H -3.65 -1.01 -2.25  O17 0.968
17 O -3.07 -0.31 -1.92  H15 0.967, H16 0.968

Atomic partial charges in e from the Mulliken method, atoms 1 to 5:
1 C -0.848
2 N -0.242
3 C 0.253
4 N -0.148
5 H 0.320


No. 2
Formula: C2H11N2O2
Source: OMol25
Level of theory: wB97M-V/def2-TZVPD

For the HOMO energy, the calculation gives -12.19 eV. The total charge is +1. Its HOMO-LUMO gap is 9.36 eV. For the lowest unoccupied orbital energy, the calculation gives -0.10406 Eh.

Bonds (Å) are listed after each position.
Cartesian coordinates (Å):
1 C -0.18 1.01 0.40  C2 1.373, N4 1.494, H5 1.086
2 C -1.30 0.63 1.09  C1 1.373, N3 1.336, H6 1.092
3 N -2.54 0.90 0.67  C2 1.336, H7 0.994, H8 1.013
4 N 1.01 0.11 0.50  C1 1.494, H9 1.033, H10 1.054, H11 1.024
5 H -0.13 1.92 -0.19  C1 1.086
6 H -1.06 0.37 2.12  C2 1.092
7 H -3.37 0.59 1.12  N3 0.994
8 H -2.54 1.58 -0.08  N3 1.013
9 H 1.30 -0.01 -0.49  N4 1.033
10 H 0.50 -0.78 0.71  N4 1.054
11 H 1.89 0.49 0.84  N4 1.024
12 H -1.22 -2.24 -0.12  O14 0.954
13 H -0.20 -2.98 0.84  O14 0.957
14 O -0.52 -2.14 0.53  H12 0.954, H13 0.957
15 H 3.35 0.52 -2.32  O17 0.956
16 H 2.35 0.13 -3.25  O17 0.960
17 O 2.64 -0.11 -2.37  H15 0.956, H16 0.960

Atomic partial charges in e from the Mulliken method, atoms 1 to 5:
1 C -0.475
2 C -0.057
3 N -0.415
4 N -0.248
5 H 0.353


Relative energy (zero: lowest compared OMol25 entry of this formula, charge and spin) per entry: 15.6 56.0 kcal per mole